Record 1
Molecular formula: C35H53N6O4PReSe2
Method: DFT, the ωB97M-V functional and the def2-TZVPD basis

```
102
Properties=species:S:1:pos:R:3:forces:R:3
Re -0.050 0.223 0.698 -0.13 0.82 1.84
C -2.222 0.962 3.229 -0.13 0.05 0.02
C -1.031 1.393 2.424 -0.33 -0.20 -1.71
O 0.146 0.972 2.710 0.56 -0.14 -0.09
C -1.187 2.739 1.703 -0.05 -0.01 0.33
C 1.017 3.214 0.463 -0.08 -0.08 0.19
C 1.768 4.301 -0.252 0.00 -0.07 0.03
N 1.120 1.987 0.090 -0.10 0.32 0.24
N 1.961 1.798 -1.007 -0.17 -0.10 0.09
C 1.763 0.619 -1.511 0.45 -0.29 -0.55
O 0.946 -0.271 -1.065 -0.39 0.06 -0.07
C 2.566 0.217 -2.706 -0.13 -0.03 0.10
C 3.482 1.084 -3.296 0.01 0.02 0.07
C 4.206 0.679 -4.406 -0.01 -0.03 -0.01
C 4.018 -0.593 -4.936 -0.01 0.03 0.03
C 3.100 -1.457 -4.356 -0.01 0.02 0.04
C 2.372 -1.053 -3.244 0.05 0.03 -0.10
H -1.971 0.108 3.851 -0.01 -0.03 -0.02
H -3.061 0.685 2.589 0.00 0.04 0.01
H -2.535 1.805 3.858 0.01 -0.07 0.04
H -1.908 3.335 2.272 0.06 0.04 0.08
H 1.633 5.267 0.224 0.01 0.00 -0.01
H 1.422 4.371 -1.286 0.00 -0.02 0.00
H 2.828 4.053 -0.304 0.00 0.00 0.00
H 3.614 2.071 -2.873 0.01 -0.02 -0.02
H 4.915 1.356 -4.864 -0.01 -0.01 0.01
H 4.582 -0.906 -5.805 0.00 0.00 0.00
H 2.941 -2.442 -4.774 -0.01 0.00 0.00
H 1.632 -1.705 -2.800 -0.01 -0.03 -0.01
O -4.196 -4.014 2.479 0.01 -0.03 -0.09
C -4.390 -4.271 1.088 0.04 -0.05 0.12
C -3.130 -3.881 0.318 0.15 0.01 0.03
C -3.436 -4.198 -1.162 -0.03 0.08 -0.05
O -2.560 -3.572 -2.077 0.10 -0.14 0.12
C -1.974 -4.775 0.839 -0.08 0.01 -0.09
Se -0.401 -5.125 -0.336 -0.10 -0.11 0.09
C -2.967 -2.341 0.456 0.00 0.07 -0.01
Se -1.430 -1.715 1.502 0.14 -0.26 -0.18
H -4.958 -4.346 2.960 -0.01 0.00 0.00
H -5.239 -3.687 0.712 -0.01 0.01 0.00
H -4.604 -5.333 0.917 -0.02 -0.02 0.03
H -4.442 -3.840 -1.408 0.01 -0.01 0.00
H -3.423 -5.287 -1.290 0.01 -0.01 -0.02
H -1.673 -3.941 -1.863 -0.09 0.07 -0.09
H -2.403 -5.763 1.015 -0.01 -0.02 0.02
H -1.631 -4.401 1.800 0.01 0.01 0.00
H -3.843 -1.926 0.954 -0.02 -0.02 -0.03
H -2.901 -1.921 -0.538 0.05 0.10 -0.08
C -3.041 6.160 -0.488 0.06 -0.02 0.07
C -2.207 5.091 0.197 0.10 0.23 0.12
C -1.200 5.617 1.144 -0.18 0.00 -0.18
C -0.184 5.017 1.770 0.09 -0.10 0.04
C 0.711 5.792 2.691 0.01 -0.01 0.00
C 0.124 3.540 1.664 0.10 0.12 -0.20
C -1.767 2.613 0.316 -0.08 0.27 0.09
C -2.451 3.822 -0.173 0.05 -0.26 0.08
N -1.581 1.503 -0.303 -0.10 -0.19 -0.42
C -2.175 1.270 -1.672 0.05 -0.01 -0.03
C -1.640 -0.029 -2.273 0.01 0.02 -0.01
C -3.687 1.090 -1.511 -0.01 -0.03 0.02
C -1.776 2.370 -2.670 0.01 0.08 0.05
H -2.921 7.134 -0.014 -0.02 -0.03 0.01
H -4.099 5.901 -0.470 0.01 -0.01 -0.02
H -2.743 6.264 -1.533 0.02 0.02 0.01
H -1.302 6.682 1.332 -0.03 -0.01 -0.03
H 0.487 6.858 2.679 0.00 -0.01 0.00
H 1.762 5.651 2.422 -0.01 0.00 0.01
H 0.603 5.424 3.715 0.00 0.00 -0.01
H 0.691 3.247 2.552 0.04 0.03 0.04
H -3.220 3.701 -0.918 -0.05 -0.09 0.02
H -1.687 -0.861 -1.579 0.01 -0.09 0.07
H -0.610 0.075 -2.601 -0.02 0.03 -0.05
H -2.243 -0.280 -3.147 -0.04 -0.03 0.05
H -3.874 0.226 -0.868 -0.02 0.02 -0.02
H -4.132 0.886 -2.486 0.00 0.01 0.00
H -4.197 1.947 -1.077 0.02 0.06 0.03
H -0.706 2.576 -2.575 -0.02 0.00 -0.01
H -2.315 3.309 -2.563 0.03 -0.05 -0.04
H -1.952 2.002 -3.681 -0.01 -0.01 0.00
C 4.083 -3.083 0.970 -0.10 0.01 0.07
N 2.682 -3.667 0.933 0.13 0.20 0.09
C 2.301 -4.158 2.336 0.01 0.11 -0.22
N 2.456 -3.112 3.292 -0.12 0.01 0.07
C 3.811 -2.578 3.265 -0.04 0.01 -0.11
N 4.191 -2.047 1.954 -0.12 0.07 0.00
C 3.402 -0.835 1.620 0.07 -0.11 0.00
P 1.589 -1.195 1.522 0.22 -0.19 0.04
C 1.706 -2.651 0.425 0.10 0.07 0.37
C 1.425 -2.072 3.137 0.09 0.09 0.00
H 4.301 -2.700 -0.026 -0.01 0.00 -0.02
H 4.759 -3.903 1.214 0.04 0.00 0.02
H 2.642 -4.477 0.312 -0.24 -0.13 -0.14
H 2.976 -4.986 2.554 -0.01 -0.03 0.01
H 1.270 -4.511 2.248 0.07 0.01 0.01
H 4.506 -3.378 3.528 0.01 -0.01 0.00
H 3.897 -1.782 4.003 -0.01 0.01 0.01
H 3.734 -0.433 0.659 0.03 -0.01 -0.01
H 3.597 -0.071 2.375 0.03 -0.01 0.01
H 2.003 -2.342 -0.574 0.00 -0.07 -0.03
H 0.726 -3.149 0.381 0.06 0.01 -0.22
H 0.439 -2.533 3.173 -0.01 0.01 0.04
H 1.491 -1.350 3.952 0.05 -0.01 0.02
```
Forces are in eV/Å.

Summary:
- HOMO level (alpha / beta): -5.86 / -5.89 eV
- Expectation value of S²: 0.760
- ΔE to the lowest compared entry with this formula, charge and spin: 0.977 eV
- Kohn-Sham gap (alpha / beta): 5.61 / 5.63 eV
- 2S+1: 2

---

Record 2
Molecular formula: C35H55BCoN9OS4
Method: DFT, the ωB97M-V functional and the def2-TZVPD basis

```
106
Properties=species:S:1:pos:R:3:forces:R:3
Co -0.376 -0.616 -0.020 0.23 1.12 -0.31
C -2.826 3.896 -0.210 -0.02 0.01 -0.02
C -2.738 3.898 1.309 0.10 -0.06 0.04
C -3.875 3.086 1.916 -0.04 -0.06 -0.01
C -2.790 5.353 1.772 -0.13 0.07 0.00
N -1.446 3.313 1.818 -0.07 -0.04 -0.01
C -1.029 3.608 3.101 0.14 0.04 0.08
C 0.168 3.025 3.285 -0.09 0.00 -0.03
N 0.490 2.353 2.130 0.03 0.08 -0.09
B 1.903 1.743 1.964 -0.15 -0.07 -0.03
N 2.018 0.295 2.518 0.14 0.11 0.00
C 3.226 -0.145 2.996 -0.06 -0.17 0.12
C 3.014 -1.320 3.624 0.06 0.18 -0.08
N 1.670 -1.607 3.531 0.07 -0.14 0.03
C 1.091 -0.627 2.803 -0.39 0.04 -0.11
S -0.548 -0.540 2.207 0.04 -0.14 -0.08
C 1.118 -2.796 4.279 0.01 0.08 -0.07
C -0.404 -2.835 4.290 0.04 -0.07 0.04
C 1.697 -4.052 3.629 -0.04 -0.02 0.01
C 1.590 -2.669 5.728 -0.04 -0.05 0.03
N 2.420 1.882 0.513 0.07 0.00 0.24
C 3.037 3.046 0.126 0.08 0.03 -0.14
C 3.448 2.893 -1.148 -0.11 0.04 0.11
N 3.069 1.628 -1.550 0.12 0.01 -0.11
C 2.434 1.035 -0.518 -0.19 -0.24 -0.06
S 1.775 -0.583 -0.510 0.10 -0.18 0.13
C 3.394 1.054 -2.901 0.03 0.07 0.08
C 2.098 0.715 -3.623 -0.01 -0.01 -0.08
C 4.287 -0.167 -2.714 -0.01 -0.04 -0.01
C 4.145 2.100 -3.720 0.02 -0.04 -0.02
C -0.523 2.499 1.258 0.04 -0.16 -0.18
S -0.592 1.679 -0.283 0.00 0.06 0.18
H -3.703 4.485 -0.481 0.00 0.00 -0.02
H -2.947 2.896 -0.608 0.00 -0.01 0.02
H -1.955 4.361 -0.666 0.08 0.02 -0.03
H -4.826 3.437 1.518 -0.05 0.02 0.00
H -3.905 3.186 3.000 0.02 -0.01 0.03
H -3.763 2.029 1.669 -0.01 -0.01 -0.02
H -3.697 5.805 1.374 -0.01 0.02 0.00
H -1.936 5.914 1.395 0.04 0.02 -0.02
H -2.830 5.459 2.853 -0.06 0.03 -0.01
H -1.602 4.227 3.762 0.03 0.00 0.04
H 0.830 3.046 4.128 0.08 0.01 0.10
H 2.634 2.404 2.647 0.00 0.02 -0.02
H 4.124 0.429 2.880 0.12 0.07 0.00
H 3.700 -1.958 4.143 0.08 -0.04 0.05
H -0.834 -3.040 3.318 -0.02 -0.02 -0.09
H -0.833 -1.913 4.675 -0.01 0.07 0.03
H -0.691 -3.640 4.966 -0.03 -0.02 0.01
H 1.583 -4.023 2.546 -0.03 -0.02 0.00
H 1.174 -4.928 4.010 0.02 -0.04 0.02
H 2.755 -4.173 3.855 0.05 0.02 0.00
H 1.219 -1.749 6.179 -0.03 0.04 0.02
H 2.672 -2.693 5.825 0.05 -0.01 0.01
H 1.194 -3.509 6.296 0.00 -0.02 0.02
H 3.144 3.876 0.795 0.03 0.10 0.09
H 3.973 3.572 -1.784 0.07 0.07 -0.06
H 1.604 -0.127 -3.153 -0.02 0.00 0.00
H 2.333 0.448 -4.652 -0.01 -0.03 -0.07
H 1.423 1.569 -3.634 -0.04 0.05 0.00
H 3.792 -0.949 -2.141 0.01 -0.02 -0.01
H 5.212 0.107 -2.208 0.04 0.01 0.02
H 4.545 -0.572 -3.692 0.02 -0.02 -0.05
H 3.551 2.997 -3.890 -0.04 0.02 -0.01
H 4.365 1.661 -4.691 0.01 0.01 -0.01
H 5.096 2.376 -3.267 0.04 0.00 0.03
C -4.810 -0.806 -0.617 -0.08 -0.04 -0.07
S -3.323 0.156 -0.753 0.14 0.09 0.15
O -2.300 -0.812 -0.139 -0.35 -0.28 0.10
C -3.057 0.102 -2.502 0.04 0.02 -0.06
C -3.011 1.310 -3.182 -0.02 -0.08 -0.08
C -2.806 1.304 -4.555 -0.01 0.00 0.02
C -2.644 0.100 -5.222 0.00 0.00 0.00
C -2.674 -1.104 -4.526 0.02 0.01 0.00
C -2.875 -1.111 -3.157 0.02 0.02 0.00
H -4.680 -1.768 -1.105 0.00 -0.02 0.01
H -5.613 -0.238 -1.085 -0.04 0.00 -0.02
H -5.008 -0.932 0.443 -0.03 -0.01 0.07
H -3.139 2.241 -2.651 0.00 0.08 0.04
H -2.779 2.236 -5.100 0.00 0.03 -0.02
H -2.499 0.096 -6.293 0.01 0.00 -0.04
H -2.554 -2.037 -5.057 0.01 -0.06 -0.03
H -2.883 -2.041 -2.604 -0.01 -0.04 0.03
C 0.326 -4.142 -4.227 -0.01 -0.02 -0.05
C 0.803 -2.730 -3.968 0.06 0.02 -0.03
N 0.270 -2.288 -2.691 -0.16 0.35 -0.07
C 0.021 -3.076 -1.624 -0.05 -0.14 0.06
N -0.337 -2.516 -0.481 0.13 -0.32 0.16
C -0.811 -3.363 0.613 -0.02 -0.11 0.00
C -1.238 -4.740 0.154 -0.04 -0.02 0.06
C -0.140 -5.322 -0.701 0.02 -0.09 0.03
N 0.102 -4.416 -1.811 -0.02 0.14 0.02
C 0.680 -4.987 -3.023 0.03 -0.05 -0.02
H 0.789 -4.548 -5.125 0.02 0.01 0.01
H -0.756 -4.148 -4.368 -0.02 -0.01 -0.03
H 0.448 -2.041 -4.734 0.00 -0.01 0.00
H 1.898 -2.693 -3.963 -0.01 0.00 -0.02
H 0.226 -1.295 -2.518 0.03 -0.25 -0.04
H -1.644 -2.851 1.092 0.00 -0.02 0.00
H -0.014 -3.451 1.355 -0.03 0.01 0.02
H -2.157 -4.676 -0.433 -0.01 -0.02 0.01
H -1.435 -5.379 1.015 0.00 0.02 0.01
H -0.429 -6.285 -1.123 0.01 0.02 0.04
H 0.776 -5.475 -0.118 -0.01 -0.01 0.01
H 0.285 -5.999 -3.125 0.01 0.05 -0.02
H 1.767 -5.067 -2.916 0.00 -0.03 -0.03
```
Forces are in eV/Å.

Summary:
- HOMO level (alpha / beta): -13.06 / -13.05 eV
- Kohn-Sham gap (alpha / beta): 6.60 / 7.28 eV
- Total charge: +2